Molecular formula: C7H10
Method: DFT, ωB97M-V/def2-TZVPD

Structure (XYZ):
```
17
Properties=species:S:1:pos:R:3:forces:R:3:nbo_charge:R:1
C 2.348035 0.976522 2.139084 0.379 0.528 0.663 -0.225
C 2.124809 0.497496 1.053386 0.546 -0.120 1.681 -0.083
C 0.811932 0.608127 -0.960443 -0.852 -0.427 -2.296 -0.474
C 1.814508 -0.128885 -0.056643 -2.594 1.080 -3.103 -0.222
C -0.534423 -0.003641 -0.462543 2.184 1.289 0.339 0.160
C -1.289361 0.822571 0.542422 2.121 0.739 -1.086 -0.680
C -0.846162 -1.369850 -0.921944 -1.632 -1.553 2.032 -0.690
H 2.931661 1.529985 2.803288 0.237 0.545 0.877 0.219
H 0.823954 1.754241 -0.968132 0.160 -1.681 0.589 0.226
H 0.940185 0.327464 -2.083501 -0.042 0.318 1.811 0.206
H 2.054033 -1.129016 -0.285518 0.347 -0.926 -0.116 0.218
H -1.419539 1.805961 0.060988 -0.567 -0.180 0.124 0.219
H -0.669522 1.112201 1.417974 -0.186 -0.610 -0.142 0.241
H -2.188100 0.365871 0.820334 -1.418 -0.442 0.586 0.218
H -1.804188 -1.429855 -1.518565 1.090 -0.055 0.371 0.229
H -0.931189 -2.173954 -0.078949 -0.541 1.585 -0.799 0.216
H -0.003223 -1.822260 -1.368583 0.767 -0.090 -1.533 0.221
```
Positions in Å, forces in eV/Å.

The highest occupied orbital energy (spin up / spin down) comes out at -7.09 / -7.66 eV. The energy above the lowest of the compared OMol25 structures with the same formula, charge and spin is 121.74 kcal/mol. As for the HOMO-LUMO gap (spin up / spin down): 6.8 / 8.5 eV.